1.
Below is a cluster of 2 separate species, H4NO2P2 in total, with properties calculated with ωB97M-V/def2-TZVPD.

```
9
Properties=species:S:1:pos:R:3:nbo_charge:R:1
N 1.4943 1.0452 0.2474 -1.35
O -0.6490 1.9384 -0.9115 -1.10
O -1.0931 -1.0093 1.5159 -0.98
P -0.1325 -1.0351 -1.3652 -0.62
P 0.2811 0.8961 -0.6852 1.79
H 2.0960 0.2793 0.1117 0.35
H -0.2643 -0.8391 0.8597 0.47
H -1.3130 -0.5803 -2.0020 0.00
H -0.4195 -0.6952 2.2292 0.44
```

Computed properties:
**Total charge**: -1

=====

2.
Below is an isolated molecule of H4NO2PS, with properties calculated with ωB97M-V/def2-TZVPD.

```
9
Properties=species:S:1:pos:R:3:nbo_charge:R:1
N 0.5562 1.2067 0.8558 -1.07
O 1.4825 -1.1172 0.6987 -0.93
O 1.1077 0.2305 -1.3572 -0.93
P -1.2624 -1.1723 -0.0669 0.06
S 0.6959 -0.1798 -0.0474 2.05
H 0.0490 1.1129 1.7184 0.40
H 0.3106 2.0134 0.3101 0.41
H -0.8531 -1.8834 -1.1911 0.01
H -2.0864 -0.2108 -0.9203 0.01
```

Computed properties:
**SMILES**: NS(=O)(=O)P

=====

no.,E_LUMO (eV)
1,4.2
2,0.4